Entry 1:
C10H17Cl3O6Tc | ωB97M-V with the def2-TZVPD basis set

Geometry as XYZ:
```
37
Properties=species:S:1:pos:R:3:lowdin_spin:R:1
C 0.37456 -1.07838 -0.90217 -0.024
C 1.22261 0.03046 -1.24020 0.080
C 0.41998 1.20277 -1.40409 0.057
C 2.63945 -0.05512 -1.60462 0.012
C -0.91866 0.81473 -1.33746 0.088
C -0.97458 -0.59406 -1.02336 0.001
C -2.17719 -1.42414 -0.98303 -0.001
C 0.73966 -2.50912 -1.04919 -0.001
C 0.89990 2.54938 -1.69905 0.006
C -2.09563 1.66769 -1.57757 0.019
Tc 0.27780 -0.29189 1.14861 2.375
Cl 2.03091 1.74268 0.67438 0.012
Cl 2.15232 -1.39901 1.64541 0.107
O -1.30220 0.77709 1.47583 0.147
H 3.03081 -1.06884 -1.42275 0.000
H 3.14152 0.65237 -0.89502 0.002
H 2.81723 0.29472 -2.64234 0.005
H 1.82776 2.72632 -1.11026 0.001
H 0.17125 3.28843 -1.36444 0.000
H 1.10657 2.72524 -2.75512 0.003
H -1.92198 2.62815 -1.07821 0.003
H -2.99688 1.20496 -1.14299 0.001
H -2.31730 1.88949 -2.63881 0.007
H -3.00368 -0.84843 -0.55838 0.000
H -2.00329 -2.30696 -0.36219 0.000
H -2.47695 -1.76102 -1.98178 0.000
H 1.76658 -2.69022 -0.71825 0.001
H 0.65360 -2.84425 -2.09499 -0.003
H 0.06566 -3.12781 -0.44728 -0.001
H -1.19502 1.39422 2.22484 0.006
O -0.76023 -1.89772 1.53010 0.073
H -1.36459 -1.86889 2.31052 0.009
O -0.14514 1.13429 5.52797 0.000
Cl 0.02508 0.01077 4.67683 0.003
O 1.08897 -0.84141 5.09902 0.001
O -1.23233 -0.69667 4.49789 0.003
O 0.43344 0.57015 3.22217 0.007
```

## Properties
Multiplicity: 4
Total energy in eV: -62690.3780
Gap between HOMO and LUMO (spin up / spin down) in eV: 5.5 / 6.1
Net charge: -2
Energy above the lowest of the compared OMol25 structures with the same formula, charge and spin in kcal per mole: 0.0
E_LUMO (spin up / spin down) in eV: 5.61 / 5.60

***

Entry 2:
C4H17N2O2 | ωB97M-V with the def2-TZVPD basis set

Geometry as XYZ:
```
25
Properties=species:S:1:pos:R:3:mulliken_charge:R:1
N -1.59450 -1.45402 -2.48636 -0.549
C -1.95090 -1.65952 -1.07270 -0.461
C -0.67489 -1.46654 -0.31448 -0.584
N -0.35150 -0.00011 -0.06864 -0.082
C -1.31672 0.81618 0.72923 -0.212
C -0.77098 2.15710 1.01228 -1.277
H -0.19508 0.41400 -1.00255 0.462
H -2.36378 -1.07082 -3.02601 0.224
H -1.25675 -2.31439 -2.89419 0.219
H -2.66577 -0.96555 -0.66480 0.372
H -2.40229 -2.63882 -0.92762 0.339
H 0.17572 -1.93197 -0.78655 0.367
H -0.71160 -1.90507 0.70506 0.346
H 0.58638 0.18807 0.34824 0.195
H -1.59831 0.23138 1.60771 0.342
H -2.24472 0.74100 0.10102 0.281
H 0.03808 2.19298 1.77551 0.365
H -0.29179 2.69501 0.19210 0.331
H -1.51047 2.88406 1.31373 0.387
H 2.63226 1.01681 1.05330 0.361
H 2.58348 2.43626 0.60403 0.305
O 2.01008 1.65783 0.58256 -0.711
H 3.49853 -1.06178 1.91551 0.308
H 3.84982 -0.46987 0.42313 0.325
O 3.47746 -0.32983 1.29902 -0.652
```

## Properties
Total energy in eV: -11492.6647
Gap between HOMO and LUMO in eV: 10.6
Net charge: +1
Energy above the lowest of the compared OMol25 structures with the same formula, charge and spin in kcal per mole: 28.3
E_LUMO in eV: -2.71

***

Entry 3:
C31H37N5O9 | ωB97M-V with the def2-TZVPD basis set

Geometry as XYZ:
```
82
Properties=species:S:1:pos:R:3:mulliken_charge:R:1
O 4.18904 -3.72328 1.51393 -0.557
C 4.06915 -2.72896 2.37653 0.074
C 3.36449 -1.62693 1.97037 0.149
C 3.24433 -0.50346 2.73608 -0.534
C 3.90048 -0.45610 3.91517 0.443
O 3.90734 0.68287 4.71860 -0.559
C 4.56888 -1.58255 4.36244 -0.464
C 4.65279 -2.79227 3.61496 -0.779
H 3.31274 -4.03017 1.26994 0.322
H 2.88298 -1.58748 1.00446 0.450
H 2.62103 0.31423 2.40550 0.532
H 4.02997 0.50883 5.65470 0.302
H 5.02166 -1.61045 5.34256 0.274
H 5.14902 -3.69546 3.93809 0.444
O -2.49169 5.22393 -2.25241 -0.568
C -3.04155 4.00982 -2.02784 0.712
C -2.99830 3.05582 -3.01660 -0.483
C -3.46286 1.79639 -2.68152 -0.461
C -4.02220 1.52174 -1.44552 0.475
O -4.41806 0.32053 -1.14093 -0.475
C -3.91689 2.47995 -0.39671 -0.441
C -3.43828 3.77138 -0.75646 -0.678
H -2.77795 5.55025 -3.10867 0.333
H -2.54609 3.27301 -3.97302 0.304
H -3.34215 0.94995 -3.34135 0.131
H -4.63486 -0.24550 -1.88538 0.298
H -4.37941 2.18995 0.53516 0.384
H -3.41687 4.60626 -0.07169 0.431
O 1.41690 -1.72793 -1.07988 -0.608
C 2.67283 -1.77530 -1.61605 -0.050
C 3.51675 -0.63517 -1.57555 -0.034
C 4.73155 -0.58232 -2.18428 -0.630
C 5.24845 -1.76744 -2.76698 0.702
O 6.53548 -1.77101 -3.35232 -0.581
C 4.42884 -2.88247 -2.78175 -0.607
C 3.20107 -2.91182 -2.16008 -0.460
H 1.15925 -0.86135 -0.75700 0.217
H 3.08729 0.22380 -1.08145 0.501
H 5.33958 0.29185 -2.00393 0.251
H 7.03912 -1.03712 -2.99268 0.286
H 4.75892 -3.78755 -3.26990 0.389
H 2.63666 -3.82388 -2.28661 0.459
O 0.75461 5.26021 -4.49330 -0.589
C 0.58205 3.93828 -4.34230 0.622
C 0.02211 3.29474 -5.51267 -0.622
C -0.26612 1.92743 -5.45695 -0.944
C -0.00003 1.33495 -4.28665 0.460
O -0.38403 0.03101 -4.15435 -0.488
C 0.42780 1.97778 -3.12200 -0.294
C 0.78482 3.27580 -3.20588 -0.730
H 0.77043 5.80551 -3.70337 0.319
H -0.33864 3.91461 -6.32016 0.422
H -0.74110 1.43765 -6.29415 0.325
H -0.82433 -0.29470 -4.94280 0.279
H 0.44508 1.38842 -2.21715 0.868
H 1.23536 3.81019 -2.38257 0.409
N -1.09221 1.50958 0.81536 -0.276
C -0.16465 0.65731 0.72950 0.548
N -0.53700 -0.37752 1.37434 -0.001
O 0.86394 0.71287 0.04326 -0.625
H -1.74879 1.30417 1.55483 0.050
H -0.98095 2.30968 0.20909 0.179
H -1.16770 -0.47737 2.15686 0.309
H 0.13895 -1.12727 1.40723 0.072
C -4.88631 -0.08699 2.20429 -0.715
C -5.13200 0.62000 3.50590 0.371
N -5.33060 1.18279 4.48420 -0.460
H -5.22645 -1.11626 2.31834 0.357
H -3.93646 0.07072 1.69339 0.112
H -5.59059 0.45188 1.57048 0.370
C -1.97785 -4.13515 1.87201 -0.409
C -1.97828 -5.46847 2.53565 0.233
N -2.03100 -6.47715 3.12453 -0.393
H -1.96755 -4.11520 0.78224 0.348
H -1.03709 -3.71153 2.22358 0.103
H -2.66559 -3.38271 2.25799 0.103
C -3.15771 -1.47008 6.12006 -1.085
C -2.48323 -1.16943 4.82727 0.492
N -1.93445 -0.88516 3.82864 -0.552
H -3.97649 -2.18636 6.05197 0.295
H -3.69499 -0.56707 6.40989 0.306
H -2.57240 -1.79176 6.98148 0.340
```

## Properties
Total energy in eV: -58622.0400
Gap between HOMO and LUMO in eV: 7.5
Energy above the lowest of the compared OMol25 structures with the same formula, charge and spin in kcal per mole: 26.2
E_LUMO in eV: 0.01